Entry 1:
{
  "formula": "C15H30F20Na4O17P4",
  "method": "the ωB97M-V functional and the def2-TZVPD basis",
  "symbols": ["H", "F", "F", "H", "C", "F", "O", "H", "C", "F", "F", "C", "C", "H", "P", "F", "H", "H", "H", "O", "F", "Na", "H", "H", "H", "F", "H", "F", "H", "F", "Na", "H", "C", "H", "C", "H", "P", "F", "O", "F", "F", "H", "H", "Na", "C", "C", "H", "O", "H", "P", "O", "F", "Na", "H", "O", "O", "O", "C", "F", "C", "H", "O", "H", "H", "F", "F", "O", "H", "O", "O", "C", "H", "H", "F", "H", "F", "H", "O", "F", "H", "H", "O", "O", "O", "C", "C", "C", "C", "P", "O"],
  "coordinates": [[-3.28859, 5.58424, 1.79635], [4.58087, 1.44010, 1.07452], [-3.60242, -2.59243, 1.45398], [1.47070, 5.36894, -4.58973], [0.23993, 0.43693, -3.96396], [-2.69996, -3.33462, 3.35451], [1.90703, -4.07713, 5.89195], [-3.42293, 5.10679, 3.44682], [-3.92021, 5.01604, 2.47696], [-0.38132, -0.80884, -0.12863], [6.86098, 1.35392, 0.95032], [1.88688, 4.60496, -5.24451], [0.36176, -1.95936, 3.66670], [-1.07216, -5.58624, -4.91428], [-2.63785, -3.85909, 1.84173], [2.78524, 5.12685, -0.76145], [1.17159, -0.05274, -4.25258], [0.29205, 0.64081, -2.89123], [0.87832, -0.99532, 3.68926], [-2.10851, 3.08346, 2.93901], [-2.66537, -4.32040, 0.29796], [-2.16073, -2.11677, -0.75343], [-0.71724, -1.84637, 3.69755], [2.03000, 5.03690, -6.23079], [-3.27592, -0.44502, 2.17167], [4.45006, -0.66875, 0.19168], [3.45582, -3.11823, -1.41462], [5.67458, -0.15950, 2.16794], [-5.40519, -1.03829, -1.66685], [6.71903, -0.76194, 0.17724], [3.73118, -1.32446, 2.64674], [2.69412, -5.91699, 5.38993], [-5.58924, -0.09212, -2.17361], [-1.65872, -4.29421, -3.87009], [2.39250, -2.97524, -1.52837], [1.85807, -3.10109, -0.57855], [0.86002, 0.07736, 0.29215], [1.86762, 3.11301, -0.18262], [0.08261, 1.70810, -4.59000], [-1.32552, -2.95194, 1.51889], [-1.69436, -5.07341, 2.38954], [2.07747, -1.95496, -1.75644], [-0.61127, -3.94095, -5.33251], [3.38769, 1.68509, -1.93490], [2.89839, -5.07469, 6.04816], [-1.86007, 2.48850, -1.23726], [-0.60905, -0.20177, -4.17984], [-3.54058, 0.43625, -0.64772], [2.87460, -5.43569, 7.07401], [1.44294, 4.68466, -0.04000], [0.34677, -4.73361, -3.70884], [1.05621, 6.23229, 0.12987], [0.91067, 2.95197, 2.43946], [-6.13567, 0.54845, -1.47135], [0.99658, 3.50191, -5.37851], [-2.75799, 1.88403, -2.17163], [-4.52790, 0.73688, -2.64081], [1.90812, -3.26757, 4.87927], [0.60345, 4.51918, -1.41134], [-0.83029, -4.61020, -4.50193], [-2.35864, 0.45619, 3.36493], [-4.12270, 3.65070, 2.15309], [-1.16133, 3.12780, -1.76920], [-2.37051, 2.97772, -0.41315], [0.10833, 4.28526, 0.77081], [5.55523, 1.04458, -0.89339], [0.71044, -2.67832, 4.84172], [-4.92007, 5.42099, 2.59750], [1.83849, -3.92368, -2.43075], [1.54916, 0.44585, -0.96149], [-2.74026, 0.48116, 2.33706], [0.61409, -2.47828, 2.74427], [3.90832, -4.68517, 5.91253], [2.20818, 4.70486, 1.45558], [-1.81661, 0.58089, 1.76731], [1.79090, -0.94296, 1.07693], [2.85630, 4.30236, -4.85510], [-0.30418, -3.26731, -2.14262], [-3.91949, -4.86580, 2.02536], [-6.30317, -0.29279, -2.96986], [-1.17746, 1.74288, -0.81460], [0.33044, 1.09788, 1.22909], [2.85116, -2.98102, 4.17118], [1.75926, 2.67752, -3.44898], [1.00379, 2.61782, -4.39950], [-3.59282, 0.99094, -1.71814], [0.56718, -3.87730, -2.72745], [-3.16307, 2.77363, 2.43497], [5.65546, 0.35328, 0.59069], [-3.61123, 1.58267, 2.12537]],
  "forces_ev_per_angstrom": [[-0.241, -0.311, -0.502], [-0.833, 0.194, 0.140], [0.153, -0.055, -0.637], [-0.096, -0.138, 0.112], [0.384, 0.444, 1.497], [0.003, 0.299, 0.116], [-0.426, -0.735, 0.826], [-0.057, -0.174, -0.001], [0.291, 0.274, 1.283], [0.306, -0.512, 0.315], [-0.266, -0.137, -0.096], [0.426, 0.582, 0.088], [0.194, 0.537, -0.156], [0.225, -0.096, 0.142], [-1.477, -2.005, 1.974], [0.251, -0.315, -0.321], [-0.036, 0.098, -0.242], [0.011, -0.447, -0.008], [-0.227, 0.113, -0.096], [0.557, -0.438, -0.077], [0.852, 0.133, -0.850], [0.108, -0.227, 0.400], [0.076, 0.135, 0.075], [-0.198, -0.179, -0.099], [-0.145, 0.186, -0.358], [-0.092, -0.177, 0.486], [0.064, -0.104, -0.312], [-0.448, -0.958, -0.183], [0.917, 0.152, -0.118], [-0.469, 0.070, -0.251], [0.026, -0.127, -0.142], [0.065, 0.119, -0.156], [-1.782, 0.832, 0.672], [-0.032, 0.237, -0.242], [-1.878, 0.566, 1.431], [0.516, -0.333, 0.230], [0.027, 1.995, -0.712], [0.149, 0.072, 0.316], [-0.676, -0.456, -1.393], [0.031, 0.194, -0.318], [0.150, 0.554, -1.218], [0.544, 0.048, -0.663], [-0.232, 0.211, 0.114], [-0.563, 0.153, 0.542], [0.958, -0.296, 0.235], [1.367, -0.742, 0.453], [-0.126, 0.287, -0.334], [0.303, -0.414, 0.370], [-0.439, 0.172, 0.010], [0.208, 0.821, -0.001], [0.526, -0.392, -0.634], [-0.139, -0.243, -0.087], [-0.367, 0.040, -0.473], [-0.070, -0.426, 0.164], [-0.439, -0.136, -0.345], [0.061, 0.821, -0.617], [0.488, -0.618, -0.316], [-0.814, 1.398, 0.122], [0.415, 0.543, 0.027], [-0.279, -0.102, 0.279], [-0.449, 0.199, 0.148], [-0.331, -0.104, -0.672], [-0.635, 0.393, -0.226], [-0.180, 0.170, -0.194], [-0.672, -0.630, 0.456], [-0.022, -0.714, -0.431], [0.374, -0.896, -0.052], [0.047, 0.215, -0.363], [1.098, -0.029, -0.683], [0.279, -0.494, 0.134], [1.207, -0.245, 0.887], [0.104, -0.230, 0.229], [-0.125, 0.079, -0.390], [-0.125, -0.229, -0.438], [-0.374, -0.077, -0.500], [-0.469, -0.279, 0.081], [-0.080, -0.139, 0.044], [0.044, 0.805, 0.010], [0.330, 1.111, 0.351], [0.505, 0.173, -0.446], [-0.433, -0.153, 0.140], [0.566, -0.740, 0.365], [0.426, -0.043, -0.729], [0.384, -0.619, -0.014], [0.765, 0.504, 0.773], [-0.352, -0.468, -0.037], [-0.926, -0.552, 0.480], [-0.070, 0.818, 0.441], [1.517, 1.513, 0.347], [-0.210, -0.325, -0.170]],
  "homo_lumo_gap_ha": 0.380,
  "total_charge": 0,
  "de_lowest_kcal_mol": 0.00,
  "lumo_energy_ev": -0.63,
  "energy_ev": -160051.3516
}


Entry 2:
{
  "formula": "C15H30I2N2O2PS",
  "method": "the ωB97M-V functional and the def2-TZVPD basis",
  "symbols": ["H", "C", "C", "O", "H", "C", "H", "H", "H", "P", "H", "H", "C", "H", "C", "H", "H", "C", "C", "I", "H", "C", "H", "C", "H", "H", "H", "N", "H", "S", "H", "H", "N", "H", "H", "C", "H", "C", "H", "O", "H", "C", "H", "I", "H", "H", "C", "C", "H", "H", "H", "C", "H"],
  "coordinates": [[1.80255, 0.37655, -1.72008], [-2.40268, -2.80744, -2.74264], [-0.73091, 3.60593, 2.39390], [-2.85119, -1.89548, 2.57295], [2.22042, 4.22387, 0.98301], [-1.59261, -1.50611, 2.94652], [3.19501, -0.40992, 0.59246], [0.81138, -0.27702, 2.06371], [1.41783, 2.40835, 1.70963], [1.83079, 2.92035, 0.40896], [5.10907, 1.18784, -0.41896], [-4.30307, -1.85446, -3.13469], [-0.93493, 3.81605, 0.91748], [0.87775, -1.98042, -1.80000], [4.02288, 1.25983, -0.49994], [4.29669, -0.85350, -0.66086], [0.10189, 4.17992, 2.77876], [0.03109, 3.58406, 0.04220], [3.47641, -0.17360, -0.42670], [-0.29674, 3.94929, -2.04964], [-0.48586, 2.56648, 2.57393], [2.37176, -0.50176, -1.44159], [2.22776, 3.33526, -0.93740], [-3.64066, -2.58872, -3.60100], [2.01909, -2.39283, -0.49963], [4.31827, 2.95886, 0.78664], [2.87140, -0.83761, -2.34929], [-2.95367, -0.14538, 3.86298], [1.78919, -1.66899, 1.58738], [-0.24596, -2.44165, 2.38663], [-2.24184, -0.94988, -2.16783], [-3.29990, -4.29959, -1.44252], [-1.61073, -0.49707, 3.69661], [-1.64673, 3.80863, 2.93561], [3.55267, 1.57476, 1.57946], [3.58577, 2.16226, 0.66323], [-4.68233, -1.02086, 3.13816], [1.42702, -1.59382, -0.94646], [1.38397, 1.63905, -0.17797], [-1.67561, -1.59101, -2.61119], [0.20014, -0.00093, -0.14013], [-3.61733, -0.99222, 3.20117], [-1.73167, -3.50729, -3.24327], [-2.89174, 4.53948, 0.43719], [-3.40259, -2.63784, -0.83189], [3.81959, 1.72888, -1.45977], [0.40489, -1.04928, 0.05175], [0.80861, -1.22115, 1.53367], [-0.53740, -1.56475, -0.08961], [-3.36193, -2.19898, -4.58055], [-4.19741, -3.51764, -3.73979], [-2.76727, -3.34934, -1.36702], [-1.87110, -3.49914, -0.76356]],
  "forces_ev_per_angstrom": [[-0.130, 0.227, 0.091], [-0.392, 0.232, 0.284], [-0.472, -0.391, 0.004], [-0.135, -0.504, -0.342], [-0.163, 0.063, 0.112], [0.043, -1.046, -1.087], [-0.269, 0.122, 0.245], [0.010, 0.063, 0.299], [-0.237, 0.267, 0.095], [1.228, -0.893, -0.197], [0.220, -0.006, -0.252], [-0.013, -0.050, 0.072], [0.268, 0.069, -0.124], [-0.045, -0.250, -0.106], [0.444, -0.114, 0.977], [0.127, -0.216, 0.113], [0.107, 0.330, 0.045], [-0.624, 0.441, -0.617], [0.159, 0.255, -0.802], [0.113, -0.193, 0.424], [0.015, -0.261, 0.073], [0.344, -0.405, 0.186], [-0.001, 0.223, 0.075], [0.050, -0.018, -0.161], [-0.054, -0.303, 0.011], [0.022, 0.250, 0.103], [0.002, -0.084, -0.238], [0.631, 0.902, 0.666], [0.307, -0.091, 0.259], [0.301, -0.401, 0.177], [0.044, 0.072, 0.022], [-0.019, 0.014, 0.008], [-0.008, 1.469, 1.118], [0.007, 0.246, 0.222], [0.122, -0.077, 0.250], [-0.646, 0.103, -0.612], [-0.327, -0.259, -0.232], [-0.104, 0.686, -0.299], [-0.122, 0.136, -0.015], [0.147, -0.172, -0.181], [0.120, 0.193, -0.085], [-0.264, -0.224, -0.165], [0.097, 0.070, -0.013], [0.092, -0.072, 0.082], [-0.054, -0.004, -0.049], [-0.240, 0.060, -0.195], [-0.103, -0.286, 0.519], [-0.544, 0.108, -0.694], [-0.215, -0.156, -0.091], [0.026, -0.030, 0.000], [-0.014, 0.011, 0.015], [0.143, -0.090, 0.030], [0.003, -0.019, -0.021]],
  "homo_lumo_gap_ha": 0.232,
  "total_charge": -1,
  "de_lowest_kcal_mol": 0.00,
  "lumo_energy_ev": 2.38,
  "energy_ev": -59438.4858
}


Entry 3:
{
  "formula": "C15H30IrN2O3P2",
  "method": "the ωB97M-V functional and the def2-TZVPD basis",
  "symbols": ["H", "C", "H", "H", "N", "H", "C", "H", "H", "H", "H", "H", "H", "H", "N", "H", "H", "O", "C", "H", "C", "C", "P", "C", "C", "O", "C", "H", "C", "H", "Ir", "H", "H", "H", "C", "H", "C", "H", "H", "O", "H", "H", "P", "H", "C", "H", "C", "H", "C", "H", "H", "C", "H"],
  "coordinates": [[2.75366, -1.28528, -1.96047], [-0.03176, 1.76100, -4.51342], [4.09123, 1.25666, -0.51042], [-2.57819, 0.98355, 2.92194], [0.19207, 1.54361, 1.70754], [1.21857, 0.01194, 1.82438], [2.99975, 1.20869, -0.61941], [-2.67346, 1.60492, -1.20717], [-3.04061, -2.15926, 0.22063], [-2.97035, -0.75461, 2.87757], [-2.22557, -2.80134, 2.70330], [0.61759, -4.90413, 1.58351], [-0.92559, -1.58593, 2.98514], [1.31549, -3.52718, 2.52914], [-0.07768, 0.39578, -1.08699], [4.38338, -0.66126, 1.52118], [2.75542, 1.19565, -1.68935], [0.54418, 2.59445, 1.13272], [-1.13127, -2.65017, 2.72273], [-3.88081, 1.89386, 0.08863], [0.00935, 2.70364, -1.85782], [-0.04452, 1.29270, -2.10300], [-2.34285, 0.10885, 0.69657], [-0.44507, -3.01605, 1.42853], [-3.25663, -1.17875, -0.21944], [0.04224, 1.47526, 2.96468], [2.82784, -1.62185, -0.91788], [2.16999, -2.50119, -0.79446], [0.82403, -3.81737, 1.58069], [-0.03977, 1.39244, -5.54165], [0.05345, -0.11557, 0.65836], [0.02523, 4.68906, -2.69313], [-2.92176, -1.18529, -1.26580], [0.00213, 3.85534, -5.06032], [-2.82295, 1.67774, -0.12117], [3.24616, 0.50912, 2.29923], [-0.05238, 0.84497, -3.46176], [2.56044, 2.10130, -0.17168], [0.04770, 3.05033, -0.82502], [-0.64255, -2.35046, 0.34951], [-0.08508, -0.23924, -3.61079], [-4.16089, 0.43509, 2.26362], [2.34514, -0.28485, 0.21673], [-2.20504, 2.50251, 0.26237], [0.01068, 3.61503, -2.91473], [-4.33854, -0.97686, -0.18116], [3.33404, -0.43471, 1.74483], [-0.69211, -3.24622, 3.52535], [-0.00760, 3.14090, -4.23391], [1.53625, -3.57057, 0.77856], [2.90185, -1.23657, 2.35544], [-3.08695, 0.19682, 2.34549], [3.87212, -1.93654, -0.72740]],
  "forces_ev_per_angstrom": [[-0.086, 0.038, 0.328], [0.029, -0.164, 0.649], [-0.185, -0.139, -0.013], [-0.057, -0.233, -0.205], [-0.972, 0.770, -1.534], [-1.016, -0.888, 0.484], [0.118, -0.020, 0.047], [-0.028, -0.036, 0.336], [-0.032, 0.300, -0.154], [-0.026, 0.305, -0.220], [0.388, 0.062, 0.018], [0.298, 0.417, 0.078], [-0.062, -0.336, -0.242], [-0.117, -0.365, -0.177], [-0.244, 1.717, -4.128], [-0.108, 0.135, 0.114], [-0.034, -0.080, 0.304], [0.909, 2.509, -0.498], [-0.030, -0.083, -0.117], [0.255, -0.063, -0.105], [-0.082, 0.197, -0.152], [-0.001, 0.061, 0.187], [0.179, 0.030, -0.071], [0.350, 0.098, 0.319], [-0.173, 0.033, 0.090], [-0.157, -0.621, 1.955], [0.230, -0.816, 0.008], [0.299, 0.521, -0.063], [0.169, 0.106, 0.039], [0.005, 0.219, 0.318], [0.389, -2.460, 2.401], [0.025, -0.496, -0.189], [-0.028, -0.005, 0.315], [-0.021, -0.245, 0.230], [-0.114, 0.015, 0.182], [0.032, -0.189, -0.142], [-0.089, 0.049, 0.110], [-0.086, -0.074, 0.085], [-0.036, -0.213, -0.142], [0.257, 0.291, 0.146], [0.005, 0.424, -0.159], [0.323, -0.072, 0.033], [0.280, 0.310, -0.273], [-0.110, -0.283, -0.046], [0.016, -0.671, 0.196], [0.307, -0.001, -0.023], [0.380, -0.323, -0.296], [-0.303, -0.048, 0.054], [0.012, 0.047, -0.239], [-0.382, -0.299, 0.124], [0.175, 0.159, -0.130], [-0.422, 0.208, 0.249], [-0.429, 0.201, -0.082]],
  "homo_lumo_gap_ha": [0.195, 0.224],
  "total_charge": 0,
  "multiplicity": 6,
  "lumo_energy_ev": [0.56, -1.75],
  "energy_ev": -46571.5748
}